No. 1
The ion C3H8NS with charge +1 at a distorted geometry. Source: OMol25; level of theory: wB97M-V/def2-TZVPD.

The geometry in XYZ format:
```
13
Properties=species:S:1:pos:R:3:mulliken_charge:R:1
C 1.1695 1.2215 0.6043 -0.39
C -0.6592 0.2462 -0.6556 -0.12
C -0.3433 -1.2337 -0.9458 -1.04
N -0.1894 0.8488 0.6725 -0.18
S 0.1003 1.2683 -2.0578 0.05
H 1.5065 2.1956 0.9609 0.28
H 1.9752 0.4957 0.7151 0.25
H -1.7863 0.3565 -0.8787 0.36
H -0.3292 -1.6090 -2.0278 0.36
H -1.0184 -1.9178 -0.4236 0.35
H 0.7469 -1.5904 -0.6481 0.28
H -0.5121 0.1773 1.5245 0.42
H -0.8616 1.5768 0.8235 0.37
```

Summary:
**Total charge**: +1
**M**: 90.2 g/mol
**E_HOMO (spin up / spin down)**: -13.72 / -13.55 eV
**Energy**: -571.601915 a.u.
**E_LUMO (spin up / spin down)**: -7.4 / -7.4 eV
**Max |F|**: 5.03 eV Å⁻¹
**Energy relative to the best compared isomer or geometry (same formula, charge and spin)**: 441.87 kJ/mol
**Kohn-Sham gap (spin up / spin down)**: 6.3372 / 6.1752 eV



No. 2
The ion CHF3N3 with charge +1 at a distorted geometry. Source: OMol25; level of theory: wB97M-V/def2-TZVPD.

The geometry in XYZ format:
```
8
Properties=species:S:1:pos:R:3:mulliken_charge:R:1
C 0.0672 -0.1226 1.4864 0.66
N -1.1680 -0.1058 1.2801 -0.04
N 0.5577 -0.3430 0.1189 -0.31
N 0.0723 -0.0021 -1.0016 0.60
F 1.0424 -0.0032 2.3662 -0.08
F -1.0343 -0.6008 -1.3124 -0.05
F -0.4007 1.3706 -1.2537 -0.16
H 0.8634 -0.1931 -1.6839 0.38
```

Summary:
**Total charge**: +1
**M**: 112.0 g/mol
**E_HOMO (spin up / spin down)**: -17.93 / -17.93 eV
**Energy**: -501.902043 a.u.
**E_LUMO (spin up / spin down)**: -9.4 / -9.4 eV
**Max |F|**: 3.32 eV Å⁻¹
**Energy relative to the best compared isomer or geometry (same formula, charge and spin)**: 390.14 kJ/mol
**Kohn-Sham gap (spin up / spin down)**: 8.4821 / 8.4898 eV



No. 3
The molecule C17H20N2OS2. Source: OMol25; level of theory: wB97M-V/def2-TZVPD.

The geometry in XYZ format:
```
42
Properties=species:S:1:pos:R:3:mulliken_charge:R:1
C -2.0359 1.9672 -1.7129 -1.62
C -1.2503 0.9986 -2.5426 1.38
C -0.2395 1.4543 -3.3773 -0.92
C 0.5016 0.5802 -4.1535 -0.56
C 0.2364 -0.7758 -4.1046 -0.63
C -0.7690 -1.2446 -3.2800 -0.57
C -1.5184 -0.3737 -2.4989 0.90
C -2.5828 -0.9249 -1.6100 -1.31
S -2.1075 -0.9095 0.1661 -0.08
C -0.6887 -2.0344 0.1311 -0.80
C 0.5799 -1.4710 -0.5008 0.45
O 1.3647 -2.1958 -1.0755 -0.70
N 0.7463 -0.1514 -0.3318 0.62
C 1.9632 0.5351 -0.6791 -0.57
C 2.4090 1.4422 0.4580 -0.74
S 2.7122 0.5217 2.0045 -0.21
C 1.1281 0.5442 2.7672 0.65
C 0.9904 -0.0545 4.0206 -0.76
C -0.2525 -0.0298 4.6179 -0.31
C -1.3093 0.5907 3.9592 -0.54
C -1.0638 1.1534 2.7216 -0.44
N 0.1234 1.1307 2.1336 -0.22
H -1.6146 2.9665 -1.7891 0.38
H -2.0425 1.6662 -0.6667 0.21
H -3.0715 2.0059 -2.0521 0.35
H -0.0306 2.5146 -3.4190 0.35
H 1.2860 0.9587 -4.7925 0.40
H 0.8112 -1.4683 -4.6995 0.39
H -0.9745 -2.3047 -3.2420 0.35
H -2.8133 -1.9607 -1.8601 0.51
H -3.4963 -0.3323 -1.6446 0.41
H -0.4766 -2.2639 1.1779 0.41
H -0.9729 -2.9562 -0.3772 0.45
H 0.0804 0.3701 0.2302 -0.29
H 1.8069 1.1441 -1.5789 0.17
H 2.7157 -0.2277 -0.9004 0.36
H 1.6450 2.1839 0.6880 0.39
H 3.3510 1.9304 0.2144 0.53
H 1.8437 -0.5191 4.4881 0.40
H -0.4008 -0.4867 5.5853 0.40
H -2.2945 0.6289 4.3939 0.42
H -1.8467 1.6421 2.1575 0.39
```

Summary:
**M**: 332.5 g/mol
**SMILES**: Cc1ccccc1CSCC(=O)NCCSc1ccccn1
**E_HOMO**: -8.47 eV
**Energy**: -1640.963034 a.u.
**E_LUMO**: 0.6 eV
**Max |F|**: 0.60 eV Å⁻¹
**Energy relative to the best compared isomer or geometry (same formula, charge and spin)**: 0.00 kJ/mol
**Kohn-Sham gap**: 9.0972 eV



No. 4
The molecule C3H7N at a distorted geometry. Source: OMol25; level of theory: wB97M-V/def2-TZVPD.

The geometry in XYZ format:
```
11
Properties=species:S:1:pos:R:3:mulliken_charge:R:1
C -1.1026 -0.6341 0.7331 -1.20
C -0.1718 -0.3843 -0.3736 0.23
C 0.3857 0.9694 -0.6701 -0.38
N 1.1469 0.0319 0.1151 -0.60
H -1.4518 0.2474 1.3720 0.29
H -2.1616 -1.0348 0.3187 0.29
H -0.6412 -1.4340 1.3894 0.29
H -0.2546 -1.0248 -1.2232 0.36
H -0.0644 1.9576 -0.2760 0.19
H 0.7740 1.1304 -1.6576 0.25
H 1.1029 0.2292 1.1348 0.28
```

Summary:
**M**: 57.1 g/mol
**SMILES**: C[C@H]1CN1
**E_HOMO**: -9.14 eV
**Energy**: -173.193215 a.u.
**E_LUMO**: 1.2 eV
**Max |F|**: 4.09 eV Å⁻¹
**Energy relative to the best compared isomer or geometry (same formula, charge and spin)**: 128.29 kJ/mol
**Kohn-Sham gap**: 10.3467 eV



No. 5
A structure of composition C22H36F10GaO16S at a distorted geometry. Source: OMol25; level of theory: wB97M-V/def2-TZVPD.

The geometry in XYZ format:
```
86
Properties=species:S:1:pos:R:3:mulliken_charge:R:1
C 6.0876 1.2533 1.5159 -0.91
C 6.1755 -0.2375 1.3167 0.73
O 6.4018 -0.9731 2.2526 -0.63
O 6.0204 -0.7744 0.1005 -0.35
C 5.3296 -0.0114 -0.9232 -1.12
C 3.8296 0.1160 -0.6988 -0.44
Ga 3.2209 1.7402 -1.7676 0.42
C 4.2032 3.4511 -1.2678 -0.61
C 3.7876 4.0953 0.0346 -0.30
F 2.4019 4.0617 0.2219 -0.23
S 0.8676 2.0323 -1.7584 0.80
O 0.2169 1.0883 -2.6636 -0.65
O 0.5575 3.4288 -2.0357 -0.65
C 0.0760 1.7301 -0.0600 0.31
F -0.3414 2.8776 0.5123 -0.30
F 1.0467 1.1868 0.7281 -0.26
C -1.1093 0.7369 -0.0307 0.61
F -0.7639 -0.4254 -0.6031 -0.29
F -1.3927 0.4531 1.2786 -0.37
C -2.4270 1.2681 -0.6847 0.76
F -3.0086 0.2426 -1.3642 -0.29
F -2.1886 2.2612 -1.5489 -0.31
C -3.5086 1.7538 0.3286 0.65
F -4.1430 0.7192 0.8715 -0.25
F -3.0186 2.5236 1.2840 -0.23
F -4.4177 2.4665 -0.3490 -0.26
H 5.0917 1.4869 1.8986 0.20
H 6.2828 1.8453 0.6264 0.26
H 6.8113 1.5250 2.2832 0.43
H 5.4965 -0.5737 -1.8425 0.33
H 5.8087 0.9579 -1.0749 0.30
H 3.5822 0.1681 0.3625 0.46
H 3.3536 -0.7630 -1.1398 0.46
H 3.5512 1.4376 -3.2978 -0.35
H 4.0211 4.1269 -2.1084 0.37
H 5.2777 3.2414 -1.2459 0.37
H 4.0853 5.1510 0.0822 0.31
H 4.2710 3.5920 0.8789 0.02
C 8.5309 -2.7389 -0.0529 -0.54
O 9.1328 -1.6007 -0.6851 -0.17
C 10.1553 -1.8787 -1.4782 0.74
O 10.6121 -2.9697 -1.7079 -0.56
O 10.6093 -0.7302 -1.9940 -0.31
C 11.7170 -0.8848 -2.8783 -0.65
H 7.7175 -2.3614 0.5544 0.07
H 8.1369 -3.4249 -0.8003 0.30
H 9.2559 -3.2507 0.5779 0.35
H 11.4451 -1.5015 -3.7331 0.29
H 12.5660 -1.3277 -2.3599 0.29
H 11.9743 0.1153 -3.2155 0.21
C -5.9843 1.0402 -2.3946 -0.20
O -7.0598 1.6442 -3.1332 -0.34
C -8.2133 1.0009 -3.0389 0.83
O -8.4151 -0.0083 -2.4114 -0.56
O -9.1286 1.6623 -3.7533 -0.35
C -10.4265 1.0691 -3.7330 -0.63
H -5.1149 1.6624 -2.5626 0.24
H -6.2261 1.0107 -1.3367 -0.06
H -5.7912 0.0346 -2.7628 0.30
H -10.8192 1.0339 -2.7182 0.28
H -10.3981 0.0649 -4.1520 0.29
H -11.0571 1.7053 -4.3474 0.23
C -1.7929 -2.9783 0.6774 -0.55
O -1.6752 -4.1642 1.4770 -0.34
C -0.6343 -4.1605 2.3040 0.76
O 0.1709 -3.2784 2.4307 -0.53
O -0.6331 -5.3152 2.9807 -0.34
C 0.4459 -5.4370 3.9084 -0.63
H -2.6760 -3.1164 0.0602 0.28
H -1.9206 -2.1032 1.3095 0.25
H -0.9198 -2.8535 0.0431 0.32
H 0.3974 -4.6519 4.6607 0.29
H 1.4037 -5.3930 3.3933 0.30
H 0.3273 -6.4077 4.3818 0.20
C -8.6666 0.8778 0.9182 -0.42
O -8.5989 -0.2184 1.8352 -0.32
C -8.1155 0.0991 3.0325 0.83
O -7.7582 1.1918 3.3869 -0.55
O -8.0936 -1.0061 3.7806 -0.34
C -7.5820 -0.8074 5.0994 -0.62
H -9.0684 0.4822 -0.0094 0.20
H -9.3214 1.6585 1.3024 0.33
H -7.6731 1.2841 0.7361 0.06
H -8.1961 -0.0946 5.6469 0.29
H -6.5525 -0.4568 5.0634 0.29
H -7.6223 -1.7774 5.5861 0.21
```

Summary:
**Total charge**: -1
**M**: 848.3 g/mol
**E_HOMO**: -6.28 eV
**Energy**: -5385.455807 a.u.
**E_LUMO**: 2.0 eV
**Max |F|**: 1.58 eV Å⁻¹
**Kohn-Sham gap**: 8.3226 eV



No. 6
The molecule C20H31N5O4. Source: OMol25; level of theory: wB97M-V/def2-TZVPD.

The geometry in XYZ format:
```
60
Properties=species:S:1:pos:R:3:mulliken_charge:R:1
C 3.0823 -1.6690 1.3619 -1.05
N 2.9961 -0.9683 0.0899 0.25
C 1.6824 -0.4482 -0.2694 -1.47
C 0.9494 -1.2978 -1.3107 1.93
O 0.6878 -2.6117 -0.8250 -0.66
C -0.3696 -0.6767 -1.7234 -1.41
N -1.2983 -0.5190 -0.6282 0.04
C -1.3605 0.5986 0.1361 0.19
O -0.6290 1.5635 -0.0614 -0.70
C -2.3574 0.5950 1.2128 0.35
C -3.2439 -0.4140 1.6498 -0.29
N -3.9764 -0.0188 2.6685 -0.90
N -3.5853 1.2425 2.9079 0.80
C -4.1726 1.9974 4.0015 -0.91
C -5.6950 1.9582 3.9935 0.32
C -6.4252 0.6876 4.4694 -0.65
C -7.4911 1.6167 5.0986 -0.53
C -6.4305 2.7437 5.0959 -0.71
C -2.6186 1.6502 2.0637 -0.38
C 4.1123 -0.7823 -0.6555 0.81
O 5.1946 -1.2534 -0.3384 -0.70
C 4.0126 0.0924 -1.8927 -0.51
C 5.0750 -0.2335 -2.9408 0.02
C 4.9884 -1.6603 -3.4702 -0.95
C 3.8414 -1.8324 -4.4590 -0.04
C 3.9801 -0.8686 -5.6354 -0.51
C 4.3749 0.5439 -5.2497 0.26
O 4.2133 1.4926 -6.0005 -0.69
N 4.9877 0.7101 -4.0471 -0.15
H 4.0869 -2.0401 1.5359 0.34
H 2.8246 -0.9909 2.1782 0.32
H 2.3945 -2.5150 1.3999 0.33
H 1.0742 -0.4081 0.6343 0.36
H 1.7487 0.5849 -0.6141 0.38
H 1.5704 -1.3927 -2.2120 -0.79
H 1.5145 -2.9714 -0.4899 0.42
H -0.1874 0.2909 -2.1881 0.44
H -0.8397 -1.3140 -2.4729 0.42
H -1.8311 -1.3246 -0.3541 0.22
H -3.3611 -1.4107 1.2507 0.39
H -3.7856 1.5960 4.9418 0.30
H -3.8222 3.0268 3.9171 0.20
H -6.0391 2.2572 3.0021 0.21
H -6.7582 -0.0034 3.6982 0.30
H -5.8709 0.1460 5.2340 0.26
H -8.3228 1.8195 4.4267 0.24
H -7.8862 1.3205 6.0707 0.32
H -5.8829 2.7674 6.0377 0.29
H -6.7764 3.7459 4.8417 0.32
H -2.1902 2.6356 2.1217 0.45
H 3.0242 0.0577 -2.3544 0.10
H 4.1539 1.1230 -1.5498 0.29
H 6.0572 -0.1037 -2.4868 0.31
H 5.9301 -1.8994 -3.9730 0.39
H 4.9077 -2.3658 -2.6442 0.44
H 3.8174 -2.8592 -4.8265 0.37
H 2.8815 -1.6685 -3.9582 -0.25
H 4.7642 -1.2133 -6.3157 0.27
H 3.0646 -0.8086 -6.2212 0.36
H 5.2143 1.6795 -3.8716 0.27
```

Summary:
**M**: 405.5 g/mol
**SMILES**: CN(C[C@@H](O)CNC(=O)c1cnn(CC2CCC2)c1)C(=O)C[C@H]1CCCC(=O)N1
**E_HOMO**: -9.37 eV
**Energy**: -1355.478502 a.u.
**E_LUMO**: 0.5 eV
**Max |F|**: 0.77 eV Å⁻¹
**Energy relative to the best compared isomer or geometry (same formula, charge and spin)**: 17.06 kJ/mol
**Kohn-Sham gap**: 9.8889 eV



Question: Which value of max |F| does entry 4 give?
Answer: 4.09 eV Å⁻¹



Question: The lowest energy belongs to which entry?
Answer: C22H36F10GaO16S



Question: What is the energy in the third record?
Answer: -1640.963034 a.u.



Question: The lowest M belongs to which entry?
Answer: C3H7N